--- 1 ---
Entry from the Open Molecules 2025 dataset: 2 unconnected molecules or ions with the total composition C14H16 (ωB97M-V with the def2-TZVPD basis set).

Last column: Mulliken charge in e.
Element x y z (Å)
C (1.955, -2.231, -1.677)  -1.02
C (-0.404, -1.323, -1.550)  -0.41
C (0.490, -2.417, -1.573)  0.92
C (-1.782, -1.561, -1.460)  -0.41
C (0.064, -3.701, -1.365)  -0.49
C (-2.164, -2.886, -1.178)  -0.40
C (-1.263, -3.881, -1.070)  -0.71
H (-0.102, -0.320, -1.876)  0.41
H (-2.608, -0.920, -1.867)  0.33
H (2.217, -1.482, -0.860)  0.20
H (2.262, -1.857, -2.760)  0.24
H (0.681, -4.522, -1.693)  0.28
H (-3.201, -3.104, -1.273)  0.37
H (-1.681, -4.816, -0.887)  0.39
H (2.510, -3.250, -1.605)  0.30
C (0.897, 4.674, 2.322)  -1.49
C (-0.157, 0.791, 1.049)  -0.57
C (-1.002, 1.845, 0.869)  -0.17
C (1.186, 1.100, 1.376)  -0.32
C (-0.678, 3.187, 1.034)  -0.70
C (1.592, 2.429, 1.538)  -0.53
C (0.677, 3.440, 1.576)  0.73
H (-0.407, -0.303, 1.062)  0.50
H (-2.027, 1.506, 0.562)  0.26
H (1.887, 0.374, 1.797)  0.36
H (-1.374, 3.992, 0.887)  0.42
H (2.625, 2.649, 1.776)  0.38
H (1.191, 5.405, 1.631)  0.37
H (1.624, 4.725, 3.055)  0.43
H (-0.063, 5.130, 2.696)  0.33

Values from the calculation:
SMILES   Cc1ccccc1.Cc1ccccc1
Frontier orbital gap   9.5 eV
Total charge   0

***

--- 2 ---
Entry from the Open Molecules 2025 dataset: 2 unconnected molecules or ions with the total composition C14H16 (ωB97M-V with the def2-TZVPD basis set).

Last column: Mulliken charge in e.
Element x y z (Å)
C (-0.248, 1.858, 4.830)  -1.38
C (0.146, -1.223, 1.876)  -0.59
C (-0.768, -1.363, 2.908)  -0.46
C (0.908, -0.070, 1.782)  -0.43
C (-0.807, -0.402, 3.904)  -0.39
C (0.766, 0.953, 2.705)  -0.46
C (-0.099, 0.789, 3.777)  0.94
H (0.428, -1.997, 1.174)  0.44
H (-1.483, -2.178, 2.876)  0.36
H (1.616, -0.098, 0.965)  0.36
H (-1.510, -0.556, 4.711)  0.34
H (1.204, 1.936, 2.611)  0.28
H (0.360, 2.716, 4.570)  0.35
H (0.088, 1.501, 5.807)  0.31
H (-1.270, 2.215, 4.980)  0.31
C (1.219, -1.617, -4.618)  -1.35
C (-0.113, -1.179, -2.525)  -0.54
C (0.433, -0.712, -3.711)  0.91
C (-0.833, -0.306, -1.721)  -0.24
C (0.287, 0.635, -4.017)  -0.48
C (-1.115, 0.978, -2.123)  -0.61
C (-0.517, 1.482, -3.265)  -0.46
H (0.111, -2.152, -2.107)  0.29
H (-1.250, -0.654, -0.781)  0.44
H (0.638, -2.112, -5.392)  0.28
H (1.688, -2.408, -4.031)  0.33
H (0.649, 0.981, -4.975)  0.33
H (-1.892, 1.537, -1.602)  0.36
H (-0.668, 2.526, -3.500)  0.38
H (2.033, -1.079, -5.106)  0.36

Values from the calculation:
SMILES   Cc1ccccc1.Cc1ccccc1
Frontier orbital gap   9.9 eV
Total charge   0

***

What should be chosen as the least stable of them? Choose 1.

***

--- 1 ---
Entry from the Open Molecules 2025 dataset: 2 unconnected molecules or ions with the total composition C14H16 (ωB97M-V with the def2-TZVPD basis set).

Last column: Mulliken charge in e.
Element x y z (Å)
C (-4.106, -1.302, -0.727)  -1.67
C (-1.788, 1.632, 1.167)  -0.48
C (-3.146, 1.473, 1.524)  -0.76
C (-1.071, 0.898, 0.179)  -0.64
C (-3.937, 0.463, 1.007)  -0.24
C (-1.987, 0.007, -0.366)  -0.19
C (-3.288, -0.408, 0.061)  0.81
H (-1.210, 2.401, 1.472)  0.45
H (-3.566, 2.128, 2.236)  0.38
H (-0.055, 0.963, -0.026)  0.66
H (-5.001, 0.111, 1.308)  0.18
H (-1.636, -0.667, -1.177)  0.26
H (-4.208, -1.157, -1.723)  0.41
H (-5.072, -1.233, -0.292)  0.39
H (-3.897, -2.293, -0.661)  0.42
C (2.055, -1.423, -2.459)  -1.32
C (3.932, 0.860, 0.028)  -0.52
C (3.472, 0.273, -1.178)  -0.60
C (3.383, 0.512, 1.276)  -0.35
C (2.468, -0.739, -1.120)  0.92
C (2.486, -0.538, 1.307)  -0.63
C (2.031, -1.023, 0.113)  -0.05
H (4.759, 1.537, 0.026)  0.36
H (4.066, 0.372, -2.051)  0.31
H (3.700, 1.239, 2.070)  0.33
H (2.164, -0.966, 2.228)  0.42
H (2.227, -2.493, -2.325)  0.32
H (2.692, -1.038, -3.259)  0.34
H (0.985, -1.574, -0.022)  0.17
H (1.034, -1.436, -2.679)  0.30

Values from the calculation:
SMILES   Cc1ccccc1.Cc1ccccc1
Frontier orbital gap   9.6 eV
Total charge   0

***

--- 2 ---
Entry from the Open Molecules 2025 dataset: 2 unconnected molecules or ions with the total composition C14H16 (ωB97M-V with the def2-TZVPD basis set).

Last column: Mulliken charge in e.
Element x y z (Å)
C (-0.655, 3.284, -1.070)  -1.51
C (0.217, 3.179, 1.342)  -0.40
C (0.086, 2.641, 0.061)  0.60
C (0.991, 2.588, 2.324)  -0.46
C (1.739, 1.452, 2.022)  -0.64
C (0.791, 1.467, -0.207)  -0.13
C (1.574, 0.873, 0.759)  -0.32
H (-0.354, 4.074, 1.530)  0.37
H (0.866, 3.005, 3.317)  0.35
H (-1.737, 3.093, -0.974)  0.29
H (-0.346, 2.922, -2.044)  0.34
H (2.286, 0.956, 2.801)  0.36
H (0.928, 1.101, -1.213)  0.34
H (2.149, -0.034, 0.595)  0.36
H (-0.617, 4.365, -1.070)  0.44
C (-1.032, -3.701, 1.111)  -1.37
C (-1.264, -0.903, -1.422)  -0.59
C (-1.410, -1.620, -0.222)  -0.41
C (-0.067, -1.051, -2.116)  -0.34
C (-0.618, -2.732, 0.046)  0.78
C (0.844, -2.051, -1.748)  -0.50
C (0.435, -2.987, -0.820)  -0.54
H (-1.965, -0.140, -1.728)  0.41
H (-2.331, -1.361, 0.294)  0.35
H (0.165, -0.548, -3.050)  0.43
H (1.838, -2.027, -2.154)  0.42
H (-1.333, -3.154, 2.009)  0.36
H (-0.234, -4.344, 1.506)  0.37
H (0.887, -3.972, -0.717)  0.36
H (-1.835, -4.375, 0.838)  0.29

Values from the calculation:
SMILES   Cc1ccccc1.Cc1ccccc1
Frontier orbital gap   9.7 eV
Total charge   0

***

What should be chosen as the least stable of them? Choose 1.